(1)
DFT (ωB97M-V/def2-TZVPD) results for an isolated molecule of H3IN2O2S.

Structure (ORCA input):
```
! wB97M-V def2-TZVPD RIJCOSX def2/J DEFGRID3
* xyz 0 1
N 1.4623 0.2074 0.4250
N -0.9024 0.8943 -0.1967
O 0.2147 -1.1044 -1.3314
O -0.6253 -1.2381 1.0228
S -0.0102 -0.4763 -0.0571
I -2.8504 0.5500 0.0937
H 1.4629 0.0000 1.3736
H 2.0882 -0.1975 -0.2012
H -0.8398 1.3646 -1.1288
*
```

The value obtained for the energy above the lowest of the compared OMol25 structures with the same formula, charge and spin is 0.000 eV. Its molecular weight is 222.007 g/mol. For the total energy, the calculation gives -957.624398 Ha. The value obtained for the HOMO energy is -9.6 eV. As for the largest force on an atom: 3.82 eV/A. The value obtained for the LUMO energy is -0.366 eV.



(2)
DFT (ωB97M-V/def2-TZVPD) results for a structure of composition C10H16Cl4ORe.

Structure (ORCA input):
```
! wB97M-V def2-TZVPD RIJCOSX def2/J DEFGRID3
* xyz -2 4
C -0.7780 0.9475 -1.9628
C -0.9546 -0.4778 -2.1147
C 0.3480 -1.0914 -2.0465
C -2.2296 -1.1490 -2.4503
C 1.3075 -0.0752 -1.7071
C 0.6369 1.1937 -1.8381
C 1.3216 2.5131 -1.7846
C -1.8962 1.9434 -2.0681
C 0.6709 -2.4571 -2.5490
C 2.7711 -0.3025 -1.4614
Re -0.0871 -0.0856 -0.0978
Cl -2.3459 -3.4742 -0.7591
Cl -2.1550 -0.2214 1.0862
Cl -0.0327 -2.3168 0.4105
H -3.0838 -0.4793 -2.3049
H -2.3996 -2.0917 -1.7281
H -2.2151 -1.5341 -3.4787
H -0.0906 -3.1801 -2.2334
H 1.6454 -2.7676 -2.1600
H 0.7149 -2.4459 -3.6513
H 2.9251 -1.2175 -0.8844
H 3.1802 0.5106 -0.8546
H 3.2960 -0.3756 -2.4148
H 2.2195 2.4785 -1.1502
H 0.6524 3.3102 -1.4405
H 1.6472 2.7586 -2.8056
H -2.8047 1.5240 -1.6117
H -2.0984 2.1538 -3.1328
H -1.6168 2.8771 -1.5582
O -0.1811 1.6957 0.6478
H -0.2717 1.7491 1.6074
Cl 1.8491 -0.2126 1.5022
*
```

Its molecular weight is 480.256 g/mol. For the total energy, the calculation gives -2384.968535 Ha. The value obtained for the HOMO energy (alpha / beta) is 1.6 / -0.6 eV. As for the largest force on an atom: 2.99 eV/A. The value obtained for the LUMO energy (alpha / beta) is 5.345 / 5.304 eV.



(3)
DFT (ωB97M-V/def2-TZVPD) results for a cluster of 6 separate species, C34H86N6O11 in total.

Structure (ORCA input):
```
! wB97M-V def2-TZVPD RIJCOSX def2/J DEFGRID3
* xyz 0 1
C -8.1814 5.5535 -0.8700
O -6.9661 5.6032 -0.1511
C -5.8973 6.1334 -0.9270
C -4.6155 6.2091 -0.0757
N -4.3150 4.8865 0.5244
C -3.7826 4.8546 1.8645
C -2.3099 4.5088 1.9214
O -1.5340 5.5137 1.4102
C -1.0896 5.3266 0.0342
H -8.0601 4.9656 -1.7934
H -8.4887 6.5663 -1.1487
H -8.8929 5.0343 -0.2398
H -6.1294 7.1689 -1.2365
H -5.6896 5.5227 -1.8270
H -4.7843 6.9208 0.7400
H -3.7814 6.4254 -0.7508
H -5.0450 4.2265 0.3217
H -4.3194 4.1921 2.5605
H -3.8703 5.8456 2.3415
H -2.1048 3.5094 1.5119
H -2.0504 4.3949 2.9924
H -1.1728 6.2927 -0.4686
H -1.6835 4.5625 -0.4825
H -0.0331 5.0107 0.0080
C -2.9353 -2.7491 -2.9124
O -2.5471 -2.3161 -1.6147
C -2.8394 -3.2716 -0.6098
C -4.1684 -4.0385 -0.7675
N -4.5213 -4.7167 0.4696
C -3.5471 -5.7867 0.7704
C -4.0529 -6.6985 1.8561
O -3.2425 -7.8386 2.0161
C -1.8877 -7.5465 2.2908
H -2.6149 -3.7766 -3.0910
H -2.4611 -2.0881 -3.6261
H -4.0170 -2.6381 -2.9816
H -2.8142 -2.7954 0.3693
H -1.9761 -3.9595 -0.7070
H -4.1150 -4.7026 -1.6488
H -4.9077 -3.2551 -1.0019
H -5.4014 -5.2010 0.2840
H -2.5633 -5.3699 0.9553
H -3.4202 -6.3910 -0.1624
H -5.0197 -7.1133 1.5931
H -4.0714 -6.1394 2.8044
H -1.4215 -6.9920 1.4679
H -1.3202 -8.4780 2.3677
H -1.7830 -7.0255 3.2535
C 1.6895 -8.9171 0.0881
O 2.9042 -9.3749 0.5621
C 3.6779 -8.3611 1.2036
C 3.1189 -7.8666 2.5360
N 2.4339 -6.6294 2.4055
C 1.8775 -6.2345 3.6622
C 1.3626 -4.8134 3.7122
O 0.1230 -4.7702 3.0904
C -0.0688 -3.7099 2.1666
H 1.8140 -7.9583 -0.4457
H 0.9256 -8.7319 0.8708
H 1.2692 -9.6767 -0.5648
H 3.8185 -7.4872 0.5269
H 4.6881 -8.7485 1.3631
H 3.9202 -7.8535 3.2614
H 2.4354 -8.7140 2.7870
H 1.6569 -6.7401 1.7603
H 2.5845 -6.3772 4.4946
H 1.0602 -6.9226 3.9717
H 2.1379 -4.1657 3.2803
H 1.2337 -4.5385 4.7623
H 0.5678 -3.8336 1.2718
H 0.1410 -2.6960 2.5575
H -1.1190 -3.6947 1.8697
C 5.7815 -3.6588 0.1064
O 5.9851 -2.3698 -0.3486
C 5.0982 -2.0213 -1.2935
C 3.6370 -1.9367 -0.8406
N 3.4220 -0.8742 0.0804
C 3.8866 -1.0161 1.4925
C 3.0770 -0.0845 2.3738
O 2.6879 1.0157 1.6442
C 1.5563 1.6207 2.0536
H 5.4820 -4.3412 -0.7032
H 5.0533 -3.7545 0.9281
H 6.7211 -4.0509 0.5189
H 5.2195 -2.6492 -2.1983
H 5.4289 -1.0473 -1.6697
H 3.3705 -2.9091 -0.3788
H 3.1021 -1.7274 -1.7713
H 2.6843 -0.1974 0.0076
H 4.9414 -0.7109 1.5279
H 3.7925 -2.0724 1.7821
H 3.6654 0.2321 3.2607
H 2.2405 -0.6208 2.8863
H 1.7695 2.0660 3.0331
H 0.8329 0.8301 2.3107
H 1.1884 2.2693 1.2859
C 0.1947 8.3197 -3.9367
O 0.1895 6.9326 -4.1408
C 1.4566 6.3403 -4.4126
C 2.4200 6.3403 -3.2531
N 1.8991 5.5620 -2.1505
C 2.7271 5.2850 -1.0302
C 3.1306 6.5265 -0.2624
O 4.0075 6.1713 0.6973
C 4.3139 7.2838 1.5526
H 1.0465 8.8402 -4.3784
H 0.1761 8.5685 -2.8554
H -0.7712 8.6932 -4.2935
H 1.9740 6.8346 -5.2679
H 1.3099 5.3183 -4.7927
H 2.5662 7.3994 -2.9989
H 3.3895 5.9421 -3.6322
H 1.3964 4.7292 -2.4333
H 3.6499 4.6804 -1.1890
H 2.1616 4.6942 -0.2998
H 2.2034 6.8980 0.2054
H 3.5217 7.3016 -0.9321
H 4.5676 8.1842 0.9610
H 5.0855 6.9932 2.2516
H 3.4190 7.6007 2.1401
C -0.1103 1.3622 -4.0537
C -0.4655 1.7159 -2.5804
C -0.9651 0.5834 -1.7239
O -0.8598 0.9776 -0.3996
C -1.2538 -0.0242 0.4672
N 0.7624 2.3912 -1.9171
H -1.0042 1.0056 -4.5886
H 0.6597 0.5836 -4.0674
H 0.2154 2.2599 -4.5612
H -1.1584 2.5824 -2.5386
H -0.3279 -0.2920 -1.9272
H -2.0200 0.4256 -1.9858
H -1.1466 0.3011 1.5018
H -0.5806 -0.9031 0.3965
H -2.2778 -0.3965 0.3266
H 1.5434 1.7317 -1.8200
H 0.5228 2.7407 -0.9937
*
```

The value obtained for the energy above the lowest of the compared OMol25 structures with the same formula, charge and spin is 1.625 eV. Its molecular weight is 755.093 g/mol. For the total energy, the calculation gives -2502.853964 Ha. The value obtained for the HOMO energy is -7.9 eV. As for the largest force on an atom: 3.11 eV/A. The value obtained for the LUMO energy is 0.460 eV.



(4)
DFT (ωB97M-V/def2-TZVPD) results for a structure of composition C41H28BrClLuN3O7PS.

Structure (ORCA input):
```
! wB97M-V def2-TZVPD RIJCOSX def2/J DEFGRID3
* xyz 1 1
Lu 0.3120 0.3407 -0.2242
Cl -4.2037 -1.1324 -5.7472
C -3.0699 -0.4938 -4.6126
C -1.8957 0.1186 -5.0704
C -1.0097 0.6597 -4.1749
C -1.2151 0.5724 -2.7814
O -0.3370 1.0993 -1.9776
C -2.4062 -0.0673 -2.3246
C -2.7704 -0.1779 -0.9401
N -1.9804 0.0377 0.0638
C -2.4415 -0.0019 1.3956
C -3.7661 -0.0208 1.7738
C -4.1462 -0.0606 3.1249
C -3.2062 -0.0673 4.1140
C -1.8362 -0.0099 3.7834
C -0.8237 0.0321 4.7658
C 0.4865 0.1036 4.3873
C 0.7857 0.1437 3.0209
N -0.1295 0.1214 2.0734
C -1.4444 0.0294 2.4246
C -3.3246 -0.5643 -3.2704
H -1.7072 0.1729 -6.1341
H -0.1076 1.1518 -4.5128
H -3.8025 -0.4875 -0.7739
H -4.5507 0.0140 1.0303
H -5.1993 -0.0752 3.3706
H -3.4963 -0.0918 5.1567
H -1.1027 0.0137 5.8120
H 1.2852 0.1409 5.1143
H 1.8165 0.2138 2.6880
H -4.2448 -1.0216 -2.9275
O 1.2216 -0.9504 -1.7076
S 2.5456 -0.8739 -1.0335
O 3.6098 -0.3318 -1.8059
O 2.2856 -0.1249 0.2409
C 2.8678 -2.5431 -0.5692
C 4.0991 -3.1188 -0.8279
C 4.2915 -4.4531 -0.5088
C 3.2565 -5.1841 0.0592
C 2.0286 -4.5920 0.3157
C 1.8128 -3.2534 -0.0020
P 0.1730 -2.4610 0.2812
C -0.8678 -3.3511 -0.9313
C -2.2531 -3.2133 -0.8106
C -3.1060 -3.8132 -1.7222
C -2.5844 -4.5463 -2.7777
C -1.2115 -4.6884 -2.9049
C -0.3538 -4.0945 -1.9898
C -0.2294 -3.2657 1.8883
C 0.6884 -3.0360 2.9175
C 0.4720 -3.5469 4.1854
C -0.6714 -4.2901 4.4472
C -1.5883 -4.5198 3.4345
C -1.3720 -4.0093 2.1608
H 4.8758 -2.5193 -1.2849
H 5.2448 -4.9221 -0.7099
H 3.4062 -6.2285 0.2995
H 1.2224 -5.1710 0.7477
H -2.6616 -2.6464 0.0172
H -4.1784 -3.7119 -1.6085
H -3.2474 -5.0050 -3.4992
H -0.8023 -5.2687 -3.7215
H 0.7150 -4.2019 -2.1144
H 1.5894 -2.4682 2.7107
H 1.1975 -3.3712 4.9697
H -0.8424 -4.6971 5.4352
H -2.4757 -5.1073 3.6318
H -2.0917 -4.2138 1.3810
O -0.6575 2.4930 -0.3394
N 0.2723 3.1836 -0.3393
Br 6.5783 3.7203 4.6912
C 4.9305 3.4692 3.8077
C 4.9035 2.7818 2.6016
C 3.7004 2.6139 1.9437
C 2.5248 3.1159 2.5060
C 2.5621 3.7877 3.7273
C 3.7672 3.9753 4.3750
C 1.2313 2.9567 1.8336
O 0.1468 3.1141 2.3085
O 1.3748 2.5878 0.4796
H 5.8176 2.3877 2.1804
H 3.6616 2.0758 1.0061
H 1.6459 4.1703 4.1573
H 3.8128 4.5100 5.3131
*
```

The value obtained for the energy above the lowest of the compared OMol25 structures with the same formula, charge and spin is 1.940 eV. Its molecular weight is 1028.054 g/mol. For the total energy, the calculation gives -7279.345451 Ha. The value obtained for the HOMO energy is -10.4 eV. As for the largest force on an atom: 2.44 eV/A. The value obtained for the LUMO energy is -3.881 eV.



(5)
DFT (ωB97M-V/def2-TZVPD) results for the ion C4H6NO3 with charge -1.

Structure (ORCA input):
```
! wB97M-V def2-TZVPD RIJCOSX def2/J DEFGRID3
* xyz -1 1
C 0.3694 1.3821 -0.6030
N -0.5124 0.2353 -1.5347
C -1.5460 0.0634 0.6994
C -0.3093 0.0325 -0.2080
C 0.9649 -0.9374 0.3563
O 1.7110 -1.3425 -0.8306
O 0.4082 -1.8271 1.0864
O 0.0627 2.4780 -0.1552
H 1.4204 1.2437 -0.8869
H 1.0148 -1.3099 -1.4847
H -1.3625 0.8296 1.4455
H -2.3778 0.3777 0.0765
H -1.5784 -0.9097 1.1641
H 1.7352 -0.3156 0.8749
*
```

The value obtained for the energy above the lowest of the compared OMol25 structures with the same formula, charge and spin is 6.111 eV. Its molecular weight is 116.096 g/mol. For the total energy, the calculation gives -436.374611 Ha. The value obtained for the HOMO energy is -3.8 eV. As for the largest force on an atom: 3.41 eV/A. The value obtained for the LUMO energy is 2.914 eV.



(6)
DFT (ωB97M-V/def2-TZVPD) results for an isolated molecule of C10H15NO.

Structure (ORCA input):
```
! wB97M-V def2-TZVPD RIJCOSX def2/J DEFGRID3
* xyz 0 1
C 1.7261 0.8125 -0.4908
C 1.7845 -0.9597 1.4220
C 2.2008 2.5205 -2.5267
C 0.7234 2.5385 -2.2522
C 1.6376 1.6791 -1.4557
C -0.2611 1.9055 -3.2025
C -0.2803 -2.0391 0.5866
C -0.4358 -0.2667 2.3635
C 0.5590 -2.5126 2.9019
C 0.3915 -1.4378 1.8279
N 1.7419 0.0101 0.4323
O 2.8313 -1.3764 1.8499
H 2.5545 2.0198 -3.4195
H 2.8017 3.3729 -2.2373
H 0.3320 3.4112 -1.7348
H -0.6104 2.6413 -3.9262
H -1.1264 1.5284 -2.6565
H 0.1968 1.0778 -3.7384
H -1.2312 -2.4851 0.8570
H -0.4623 -1.2727 -0.1641
H 0.3544 -2.8053 0.1440
H -1.4338 -0.6115 2.6277
H -0.5279 0.5173 1.6140
H 0.0267 0.1577 3.2524
H 1.1082 -3.3595 2.4994
H -0.4134 -2.8543 3.2479
H 1.1182 -2.1194 3.7455
*
```

The value obtained for the energy above the lowest of the compared OMol25 structures with the same formula, charge and spin is 3.092 eV. Its molecular weight is 165.236 g/mol. For the total energy, the calculation gives -519.947323 Ha. The value obtained for the HOMO energy is -8.3 eV. As for the largest force on an atom: 1.79 eV/A. The value obtained for the LUMO energy is 0.742 eV.



(7)
DFT (ωB97M-V/def2-TZVPD) results for a structure of composition C4H11NO2.

Structure (ORCA input):
```
! wB97M-V def2-TZVPD RIJCOSX def2/J DEFGRID3
* xyz 0 1
C 0.7180 1.5197 -3.7864
C -0.8508 -1.7721 0.2092
C -0.1507 -0.5088 1.0032
C 0.4748 -0.0642 3.3391
H -0.4936 1.4657 -2.1074
H 0.5023 1.6971 -4.7624
H 1.4481 2.3065 -3.5275
H 1.1003 0.3730 -3.6549
H -1.8992 -1.9592 0.7995
H -0.0983 -2.6252 0.1432
H -1.0420 -1.2362 -0.8422
H -1.3958 -1.1851 2.9310
H 0.6173 0.8898 2.8019
H -0.2317 0.0086 4.2792
H 1.5928 -0.4399 3.4068
N -0.2802 -0.7464 2.3349
O -0.5553 1.9248 -3.1669
O 0.5440 0.3519 0.5995
*
```

The value obtained for the energy above the lowest of the compared OMol25 structures with the same formula, charge and spin is 5.130 eV. Its molecular weight is 105.137 g/mol. For the total energy, the calculation gives -364.079656 Ha. The value obtained for the HOMO energy is -9.6 eV. As for the largest force on an atom: 7.11 eV/A. The value obtained for the LUMO energy is 0.208 eV.



(8)
DFT (ωB97M-V/def2-TZVPD) results for a structure of composition C25H46BF4O3Sn.

Structure (ORCA input):
```
! wB97M-V def2-TZVPD RIJCOSX def2/J DEFGRID3
* xyz 1 1
C 7.2973 -2.5719 1.9242
C 6.4199 -1.5861 0.9618
C 7.4436 -0.9936 -0.1385
C 6.6490 -0.3085 -1.3918
C 6.2658 1.2254 -1.0059
C 5.2161 1.8543 -2.0932
C 4.0418 2.6958 -1.3684
C 2.5750 2.4589 -2.0391
C 1.5056 1.9708 -0.9388
C 0.0249 2.6312 -1.1445
C -0.2771 3.6885 0.0364
C -1.8487 3.9352 0.3169
C -2.0501 4.2034 1.9180
C -1.8631 2.8692 2.7977
C -3.2108 2.3007 3.4621
C -4.3526 1.8738 2.4143
C -3.8320 0.9991 1.1664
C -4.6885 -0.4012 1.0853
B -4.1581 -1.4853 -0.0406
O -2.7161 -1.6867 -0.2490
C -2.7210 -2.7170 -1.3024
C -2.4258 -4.2040 -0.7789
C -0.8956 -4.3787 -0.2391
C -0.7867 -4.4094 1.3558
F -1.9273 -3.9279 2.0475
F 0.3328 -3.5893 1.7601
F -0.4489 -5.7319 1.8227
C -4.0894 -2.4038 -2.1275
C -5.3250 -3.4318 -2.0715
C -6.6476 -2.5499 -2.4056
O -7.7004 -2.6038 -1.7315
F -6.6443 -1.5987 -3.5009
O -4.6379 -1.2256 -1.4173
H 6.8383 -2.6480 2.9755
H 8.3498 -2.1080 2.0397
H 7.4736 -3.6059 1.4379
H 5.9506 -0.7560 1.5948
H 5.5791 -2.2283 0.4966
H 8.0263 -1.8773 -0.6105
H 8.1492 -0.2451 0.3812
H 5.6741 -0.8866 -1.6316
H 7.3339 -0.2958 -2.3092
H 5.8043 1.1819 0.0523
H 7.2057 1.8969 -0.9079
H 5.8735 2.5008 -2.7946
H 4.7945 0.9565 -2.6867
H 4.0281 2.3645 -0.2573
H 4.3065 3.8148 -1.3904
H 2.2049 3.4812 -2.4356
H 2.6528 1.7530 -2.9506
H 1.4656 0.8222 -0.8768
H 1.8767 2.3859 0.0777
H -0.7313 1.7676 -1.0262
H -0.0973 3.0963 -2.1957
H 0.1900 3.3736 1.0423
H 0.2553 4.6709 -0.2585
H -2.5265 3.0844 -0.0575
H -2.1004 4.9538 -0.1779
H -1.1811 4.9182 2.2009
H -3.0120 4.7908 2.1351
H -1.1664 3.1584 3.6793
H -1.2903 2.0556 2.2174
H -3.6020 3.1169 4.1799
H -2.9362 1.3880 4.0978
H -5.1224 1.2435 3.0113
H -4.9189 2.8330 2.0955
H -2.7177 0.7597 1.2316
H -4.1038 1.6270 0.1974
H -4.7902 -0.9472 2.0931
H -5.8046 -0.1149 0.7790
H -4.4857 -2.5253 0.4450
H -1.9207 -2.6024 -2.1367
H -3.2045 -4.5370 -0.0117
H -2.5082 -4.9526 -1.6605
H -0.2087 -3.5464 -0.6609
H -0.4389 -5.3721 -0.6157
H -3.8946 -2.2120 -3.2387
H -5.4860 -3.9384 -1.0615
H -5.2497 -4.2787 -2.8583
Sn -5.0602 0.7819 -0.7355
*
```

Its molecular weight is 600.155 g/mol. For the total energy, the calculation gives -1843.948229 Ha. The value obtained for the HOMO energy is -11.6 eV. As for the largest force on an atom: 8.30 eV/A. The value obtained for the LUMO energy is -5.233 eV.